[1]
The following is a DFT calculation (the ωB97M-V functional and the def2-TZVPD basis) of a molecular structure, C64H40AsCrF4IN6OP in a non-equilibrium geometry.

Atoms and positions in Å:
Cr: 0.28093 0.17277 1.01246
I: 0.57497 3.90435 -1.20759
C: 0.57029 3.24504 -3.21902
C: 1.46908 3.88975 -4.02162
C: 1.45292 3.69918 -5.41113
C: 0.43226 2.98812 -5.96370
C: -0.55051 2.37267 -5.15334
C: -1.68728 1.81727 -5.77572
C: -2.70000 1.30840 -5.02164
C: -2.51685 1.16718 -3.64161
C: -1.37900 1.58269 -2.98294
P: -1.24662 0.79040 -1.27211
C: -1.40843 -0.96849 -1.80870
C: -0.25116 -1.74303 -1.71424
C: -0.22775 -3.05282 -2.17096
C: -1.36780 -3.60966 -2.72746
C: -2.53782 -2.86571 -2.77825
C: -2.56243 -1.55922 -2.32071
C: -2.91718 1.24193 -0.66042
C: -3.45981 2.49843 -0.93271
C: -4.71899 2.83083 -0.46187
C: -5.43925 1.92352 0.30217
C: -4.87934 0.69776 0.62840
C: -3.61746 0.36182 0.16076
C: -0.42840 2.36475 -3.72351
H: 2.18255 4.57914 -3.59078
H: 2.20586 4.17058 -6.02775
H: 0.32842 2.90677 -7.03837
H: -1.75922 1.85713 -6.85507
H: -3.62106 0.96797 -5.47450
H: -3.30664 0.69698 -3.08036
H: 0.65158 -1.32499 -1.27829
H: 0.67887 -3.63890 -2.08969
H: -1.34973 -4.62755 -3.09355
H: -3.44901 -3.31273 -3.15371
H: -3.50526 -1.03169 -2.31948
H: -2.89945 3.21074 -1.52648
H: -5.14119 3.79827 -0.70120
H: -6.43489 2.17000 0.64574
H: -5.43073 -0.00161 1.24353
H: -3.17825 -0.59246 0.41167
C: -2.10917 5.02344 2.84037
C: -1.66961 4.41270 4.00914
C: -1.04246 3.18364 3.96919
C: -0.84909 2.54006 2.73972
C: -1.30416 3.15019 1.58023
C: -1.93124 4.38271 1.62555
N: -0.16456 1.29661 2.64691
N: 0.24994 0.85489 3.75432
C: 1.05394 -0.25070 3.69771
C: 1.49871 -0.84506 4.88270
C: 2.32124 -1.94972 4.80545
C: 2.69810 -2.44594 3.56326
C: 2.23323 -1.85531 2.38690
C: 1.41613 -0.74679 2.43238
H: -2.57643 5.99807 2.87889
H: -1.81015 4.90511 4.96195
H: -0.70283 2.70288 4.87288
H: -1.15518 2.65081 0.63834
H: -2.27244 4.84805 0.71080
H: 1.16568 -0.44263 5.83053
H: 2.65029 -2.44513 5.70754
H: 3.33735 -3.31733 3.50556
H: 2.49718 -2.29725 1.43401
O: 1.82233 0.31611 -0.12254
As: 3.46173 0.56041 -0.33377
C: 3.79594 0.28326 -2.20893
C: 2.75851 -0.14520 -3.02357
C: 3.00724 -0.42542 -4.35738
C: 4.28495 -0.26746 -4.87262
C: 5.32758 0.14060 -4.05032
C: 5.08726 0.40917 -2.71332
C: 4.60662 -0.74888 0.51197
C: 4.49199 -2.08858 0.15419
C: 5.31563 -3.02641 0.75233
C: 6.26588 -2.62182 1.68224
C: 6.38986 -1.28343 2.02314
C: 5.55205 -0.34102 1.44408
C: 3.92630 2.26446 0.43670
C: 5.10164 2.91832 0.08845
C: 5.43981 4.09570 0.73827
C: 4.61022 4.60984 1.72476
C: 3.43757 3.95159 2.06963
C: 3.09643 2.77245 1.42785
H: 1.76079 -0.25699 -2.61743
H: 2.19979 -0.75515 -4.99724
H: 4.46943 -0.47589 -5.91820
H: 6.32821 0.23874 -4.44879
H: 5.90067 0.69100 -2.05444
H: 3.75270 -2.39083 -0.58067
H: 5.21582 -4.07428 0.50317
H: 6.91214 -3.35422 2.14719
H: 7.12864 -0.96963 2.74801
H: 5.62798 0.70367 1.71858
H: 5.74433 2.51403 -0.68369
H: 6.35582 4.60859 0.47828
H: 4.88113 5.52704 2.22988
H: 2.79179 4.35105 2.84022
H: 2.18242 2.24850 1.68343
F: -3.31034 -4.78026 4.63668
C: -3.85093 -4.53529 3.44698
C: -5.10044 -5.03149 3.16547
F: -5.71492 -5.74159 4.10089
C: -5.76165 -4.79841 1.93765
C: -5.01938 -4.04465 1.00053
C: -3.77951 -3.55073 1.29682
F: -3.12804 -2.86679 0.35241
C: -3.14733 -3.73999 2.53256
C: -1.87201 -3.12313 2.82494
C: -1.38959 -2.04047 2.13130
N: -1.00844 -1.04785 1.64295
C: -0.99904 -3.57519 3.84794
N: -0.23241 -3.92795 4.63310
F: -5.51736 -3.78167 -0.20413
C: -7.07935 -5.26523 1.67513
C: -7.73968 -5.04142 0.44332
N: -8.31895 -4.87691 -0.53965
C: -7.87285 -5.95270 2.62233
N: -8.57964 -6.49650 3.35275

Values from the calculation:
Charge   +1
DFT total energy   -195515.0732 eV
Multiplicity   5
⟨S²⟩   6.108
HOMO-LUMO gap (spin up / spin down)   5.68 / 6.05 eV

=====

[2]
The following is a DFT calculation (the ωB97M-V functional and the def2-TZVPD basis) of a molecular structure, C64H49FInO10.

Atoms and positions in Å:
C: 2.14571 2.62997 3.69526
C: 2.40221 3.38771 2.41363
O: 3.16271 2.98190 1.56473
O: 1.78456 4.57223 2.23541
C: 0.38136 4.66189 2.59280
C: 0.03211 6.09100 2.98223
C: -1.35793 6.16318 3.62595
C: -2.47808 5.47371 2.81559
C: -2.89208 4.10177 3.37626
C: -4.06004 3.43351 2.64219
In: -4.43935 1.37146 3.37744
F: -6.22820 1.41471 4.35422
H: 1.66504 3.22685 4.46727
H: 1.53787 1.74340 3.48035
H: 3.11821 2.28509 4.05988
H: -0.17933 4.34702 1.70572
H: 0.14272 3.96757 3.39939
H: 0.79628 6.43041 3.69450
H: 0.08885 6.73090 2.09304
H: -1.61488 7.21836 3.78139
H: -1.30998 5.71087 4.62574
H: -2.17299 5.33336 1.77137
H: -3.36917 6.11437 2.79572
H: -2.02048 3.42828 3.33598
H: -3.13612 4.22179 4.44127
H: -3.81242 3.38449 1.57007
H: -4.94644 4.07506 2.73742
H: -3.14590 0.92901 4.51595
H: -4.53449 0.22464 2.02039
C: 4.58387 2.63497 -1.11284
C: 4.90896 3.07040 -2.39158
C: 4.47249 2.36332 -3.50251
C: 3.74532 1.19235 -3.33839
C: 3.44864 0.73953 -2.04969
C: 3.85420 1.47021 -0.94272
C: 2.65820 -0.49953 -1.83381
O: 2.39903 -0.88378 -0.71140
C: 2.19441 -1.24793 -3.03468
C: 1.45270 -2.40854 -2.85951
C: 0.99273 -3.11359 -3.95764
C: 1.27688 -2.65994 -5.24150
C: 2.01488 -1.50204 -5.42450
C: 2.47445 -0.78923 -4.32333
C: 3.25665 0.46292 -4.54300
O: 3.47769 0.87522 -5.66264
H: 4.87401 3.21332 -0.24794
H: 5.46197 3.99149 -2.52446
H: 4.66706 2.72522 -4.50316
H: 3.57990 1.13972 0.04711
H: 1.23078 -2.74458 -1.85614
H: 0.40411 -4.00980 -3.81300
H: 0.91036 -3.20775 -6.09964
H: 2.23471 -1.13205 -6.41637
C: 3.56379 -4.74878 8.89777
C: 3.26186 -5.98538 8.33720
C: 2.98458 -6.08628 6.98487
C: 3.00192 -4.94939 6.18625
C: 3.29646 -3.70773 6.75035
C: 3.58146 -3.61299 8.10693
C: 3.30045 -2.46543 5.92163
O: 3.57974 -1.39222 6.41311
C: 2.95262 -2.59630 4.48086
C: 2.89980 -1.45319 3.69370
C: 2.58989 -1.54158 2.34673
C: 2.33737 -2.78479 1.77552
C: 2.38363 -3.92815 2.55669
C: 2.68584 -3.84251 3.91019
C: 2.71110 -5.08527 4.72757
O: 2.50395 -6.17487 4.23547
H: 3.78235 -4.67248 9.95488
H: 3.24186 -6.87106 8.95873
H: 2.75136 -7.04037 6.53298
H: 3.80950 -2.64356 8.52773
H: 3.10426 -0.49550 4.15270
H: 2.54789 -0.64945 1.73920
H: 2.10604 -2.85579 0.72337
H: 2.18477 -4.90042 2.12680
C: 1.32905 5.07000 -1.48179
C: 1.54437 4.94719 -2.85157
C: 0.65870 5.51264 -3.75261
C: -0.45470 6.20251 -3.28500
C: -0.67173 6.32436 -1.91013
C: 0.22435 5.75824 -1.01231
C: -1.85909 7.04934 -1.37577
O: -2.02663 7.19257 -0.18484
C: -2.83355 7.60159 -2.36200
C: -3.97906 8.23188 -1.89236
C: -4.89242 8.75957 -2.78846
C: -4.66292 8.66544 -4.15720
C: -3.52348 8.03766 -4.62984
C: -2.60662 7.49917 -3.73502
C: -1.39403 6.81131 -4.26804
O: -1.18588 6.74977 -5.46192
H: 2.02732 4.62690 -0.78124
H: 2.41012 4.40355 -3.20788
H: 0.81522 5.42514 -4.81881
H: 0.04106 5.86270 0.04870
H: -4.14260 8.29528 -0.82546
H: -5.78801 9.24344 -2.42150
H: -5.37808 9.08034 -4.85546
H: -3.33259 7.95303 -5.69064
C: -3.04626 -5.46765 -0.27431
C: -3.94069 -6.44105 0.15696
C: -4.15173 -7.57955 -0.60259
C: -3.47314 -7.74855 -1.80304
C: -2.57883 -6.76831 -2.23997
C: -2.36643 -5.63148 -1.46923
C: -1.85637 -6.90755 -3.53434
O: -1.06692 -6.06422 -3.90594
C: -2.13866 -8.11480 -4.36276
C: -1.51095 -8.24910 -5.59508
C: -1.75084 -9.36767 -6.37422
C: -2.61520 -10.35979 -5.92377
C: -3.24355 -10.23055 -4.69706
C: -3.01103 -9.10704 -3.91367
C: -3.71285 -8.98264 -2.60157
O: -4.45404 -9.85757 -2.20732
H: -2.88472 -4.57877 0.32072
H: -4.47599 -6.30677 1.08729
H: -4.84288 -8.34468 -0.27772
H: -1.67373 -4.87900 -1.81925
H: -0.83840 -7.47140 -5.92927
H: -1.26386 -9.46928 -7.33514
H: -2.79857 -11.23503 -6.53306
H: -3.91932 -10.99215 -4.33358

Values from the calculation:
Charge   -1
DFT total energy   -95533.0508 eV
Multiplicity   1
HOMO-LUMO gap   4.92 eV

=====

[3]
The following is a DFT calculation (the ωB97M-V functional and the def2-TZVPD basis) of 4 unconnected molecules or ions with the total composition C64H56F4NO9P in a non-equilibrium geometry.

Atoms and positions in Å:
C: 3.67115 -1.78698 4.79711
C: 3.69307 -2.62130 3.38478
C: 3.29811 -1.71239 2.05548
C: 3.30537 -2.74650 0.78593
C: 4.78157 -3.10593 0.17392
O: 5.44703 -4.21895 0.59074
C: 4.59862 -0.66647 1.89742
C: 4.50092 0.32321 0.60472
C: 3.31653 0.40062 -0.51950
C: 3.30106 1.45446 -1.81835
C: 4.52405 2.53117 -1.99871
C: 5.71810 2.50036 -0.85548
C: 5.74593 1.42603 0.42570
C: 7.01417 1.56152 1.46928
O: 2.14464 -0.85051 2.19435
C: 0.95216 -1.42917 2.77847
C: 0.09606 -2.46252 1.83633
C: -0.16638 -1.91651 0.29350
C: -1.72926 -2.05457 -0.20441
F: -2.19248 -1.05587 -1.23439
C: -2.70867 -3.08178 0.24265
F: -4.11700 -2.60297 0.48959
F: -2.33677 -4.50387 0.44084
C: -0.04740 -0.11498 3.07423
O: -1.46341 -0.38005 2.80716
C: -2.06328 0.59879 1.88728
C: -2.10709 2.14163 2.43770
C: -2.01732 3.11534 1.08104
F: -1.13321 4.31710 1.31683
P: 0.30831 0.58186 4.84381
N: -1.11361 0.97989 5.50909
H: 2.97106 -2.28229 5.62648
H: 4.74601 -1.61292 5.26123
H: 3.21021 -0.71026 4.61181
H: 3.01392 -3.59749 3.47800
H: 4.80002 -3.04012 3.22934
H: 2.61982 -2.44796 -0.11269
H: 2.86366 -3.77673 1.19853
H: 5.27619 -2.41069 -0.62787
H: 4.51139 0.03513 2.86055
H: 5.63541 -1.22114 2.02889
H: 2.39126 -0.30986 -0.44165
H: 2.40520 1.43783 -2.60254
H: 4.49658 3.28137 -2.91478
H: 6.58658 3.28098 -0.94111
H: 7.16998 2.68219 1.85037
H: 6.92573 0.80318 2.38293
H: 7.99745 1.26014 0.89339
H: 1.05927 -1.93520 3.82789
H: 0.77203 -3.43824 1.70465
H: -0.89809 -2.87648 2.35257
H: 0.48033 -2.51481 -0.51246
H: 0.19913 -0.78134 0.24271
H: 0.30389 0.74552 2.32794
H: -3.18004 0.26622 1.66210
H: -1.44661 0.51152 0.86857
H: -3.12014 2.39700 3.00109
H: -1.15017 2.44869 3.08183
H: -3.08782 3.47970 0.77559
H: -1.55737 2.56798 0.15454
H: 1.10231 1.80362 4.68983
H: 1.09039 -0.36041 5.64865
H: -1.08662 2.02825 5.68959
C: -5.06201 -3.03295 -3.24117
C: -5.73535 -2.74455 -2.05439
C: -6.52831 -1.59960 -1.96193
C: -6.63886 -0.73319 -3.05628
C: -5.94605 -1.00872 -4.23451
C: -5.16480 -2.16760 -4.33126
C: -6.01571 -0.07628 -5.37809
O: -5.41027 -0.31939 -6.41470
C: -6.81792 1.15679 -5.25127
C: -6.84619 2.07794 -6.30651
C: -7.61298 3.24027 -6.20004
C: -8.35910 3.48098 -5.04668
C: -8.32836 2.56780 -3.99169
C: -7.54824 1.40809 -4.09072
C: -7.49412 0.46609 -2.95535
O: -8.14591 0.67918 -1.93950
H: -4.45135 -3.93004 -3.31635
H: -5.64504 -3.41242 -1.20058
H: -7.05523 -1.38359 -1.03398
H: -4.63194 -2.39632 -5.25256
H: -6.26905 1.89601 -7.21172
H: -7.62936 3.95673 -7.01851
H: -8.96221 4.38278 -4.96637
H: -8.90960 2.76484 -3.09240
C: -3.60077 -5.06589 4.25372
C: -3.48439 -4.96580 2.86755
C: -4.40004 -5.61894 2.04096
C: -5.42886 -6.38507 2.60224
C: -5.53043 -6.50511 3.98767
C: -4.62106 -5.83443 4.81589
C: -6.58152 -7.35065 4.58962
O: -6.67362 -7.45378 5.80663
C: -7.51380 -8.07650 3.70414
C: -8.47842 -8.92714 4.25981
C: -9.37270 -9.60707 3.43018
C: -9.31268 -9.43283 2.04782
C: -8.34915 -8.59041 1.49122
C: -7.44167 -7.91857 2.32094
C: -6.40347 -7.05780 1.72047
O: -6.34706 -6.90774 0.50536
H: -2.89271 -4.54941 4.89810
H: -2.68155 -4.37712 2.42929
H: -4.30610 -5.53204 0.95975
H: -4.70237 -5.91245 5.89863
H: -8.53408 -9.06626 5.33830
H: -10.11754 -10.27114 3.86342
H: -10.01382 -9.95671 1.40178
H: -8.30519 -8.46310 0.41083
C: 8.77087 8.67260 0.40525
C: 9.36630 9.80555 -0.14874
C: 9.47690 9.92932 -1.53464
C: 9.00130 8.91090 -2.36957
C: 8.42828 7.76722 -1.81480
C: 8.30218 7.65281 -0.42422
C: 7.96827 6.66486 -2.68386
O: 7.46155 5.66141 -2.19750
C: 8.13567 6.78547 -4.14589
C: 7.75702 5.72362 -4.97772
C: 7.89957 5.83468 -6.36252
C: 8.41039 7.00659 -6.91980
C: 8.79361 8.06379 -6.09318
C: 8.66491 7.94879 -4.70266
C: 9.10634 9.05849 -3.83488
O: 9.55970 10.08699 -4.32359
H: 8.67633 8.58023 1.48500
H: 9.74306 10.59461 0.49826
H: 9.93820 10.81897 -1.96023
H: 7.84354 6.76889 0.01553
H: 7.35437 4.80642 -4.55086
H: 7.60980 5.00695 -7.00623
H: 8.51479 7.09617 -7.99892
H: 9.19617 8.97375 -6.53513

Values from the calculation:
SMILES   CC[C@](CC=O)(Cc1ccccc1C)O[C@H](CCC(F)=C(F)F)[C@@H](OCCCF)[PH2]=N.O=C1c2ccccc2C(=O)c2ccccc21.O=C1c2ccccc2C(=O)c2ccccc21.O=C1c2ccccc2C(=O)c2ccccc21
DFT total energy   -107332.4501 eV
Multiplicity   1
HOMO-LUMO gap   7.22 eV

=====

Q: Which of these has the highest multiplicity?
A: C64H40AsCrF4IN6OP